# C2H6BClO2

One molecule with the formula C2H6BClO2 (wB97M-V/def2-TZVPD, the OMol25 dataset).

Results
* LUMO energy (alpha / beta): 0.234 / -3.804 eV
* 2S+1: 3
* HOMO (alpha / beta): -4.72 / -10.80 eV
* expectation value of S²: 2.01
* orbital gap (alpha / beta): 0.18214 / 0.25706 Ha
* energy relative to the best compared isomer or geometry (same formula, charge and spin): 2.228 eV

Last column: Löwdin charge in e.
CARTESIAN COORDINATES (ANGSTROEM)
B: -0.25076 -1.16779 0.33142  -0.684
C: -0.69268 1.43726 1.01833  -0.204
C: 0.24106 0.40296 0.55775  -0.573
O: -0.45354 -1.98366 1.45461  0.135
O: -0.32662 -1.64098 -0.92294  0.158
Cl: 1.60771 0.57269 1.83928  0.631
H: -0.57389 1.65211 2.06432  0.041
H: -1.79307 1.12857 0.65485  0.127
H: -0.59736 2.33211 0.40864  0.073
H: 0.80491 0.57454 -0.33782  0.087
H: -0.88170 -2.76428 1.13798  0.076
H: -0.34445 -2.62283 -1.05981  0.133